Entry 1:
A 2-piece molecular cluster, C14H20BrF9O2PS overall at a distorted geometry. Source: OMol25; level of theory: ωB97M-V/def2-TZVPD.

HOMO: -4.42 eV
Molar mass: 534.2 Da

ORCA input file:
```
! wB97M-V def2-TZVPD RIJCOSX def2/J DEFGRID3
* xyz -1 1
H -0.18393 3.21842 -1.23864
F -3.27029 0.16233 3.48961
F -4.46188 -1.83541 5.69589
C 4.07309 0.30639 -3.90274
H 0.27042 0.13786 1.57947
C 1.60353 -0.13432 -0.27221
H 6.24429 0.53981 -6.50117
C -2.35762 0.09745 0.44019
H -0.89247 -1.68734 0.63615
S -2.86383 -1.45186 5.55232
H 4.79449 -1.10793 -5.35308
H 0.08749 1.47244 -2.08599
H 5.00133 3.56348 -3.72454
H 6.35089 2.87524 -5.68446
F -3.24918 0.15412 5.81807
C -1.05834 -0.73220 0.05168
H 1.50190 2.96669 -2.24291
F -2.74735 -1.60177 7.20350
H -1.00742 -0.92466 -1.07551
H 3.53249 1.92224 -2.59433
C 5.65317 0.84195 -5.64252
O 0.02260 1.62355 0.22750
C 4.83673 -0.08329 -4.99925
H -2.64412 -2.66757 1.29639
H 3.43356 -0.41250 -3.40277
H -4.05256 -0.97718 -0.48977
C 4.12960 1.61853 -3.44726
F -1.24341 -1.00382 5.53062
F -4.23024 -3.35738 3.31399
C 0.19867 0.21792 0.43316
F -1.66219 -1.35210 3.18305
P 0.90110 2.24225 -1.14221
H -4.54906 -0.09948 1.01618
H -2.52390 0.84375 -0.41456
H -4.40838 -2.80402 0.89492
C -3.70272 -0.73367 0.57557
C -4.06602 -2.02195 2.91249
C -3.62338 -2.10904 1.36144
F -5.32826 -1.38070 2.99857
H 1.71114 3.00375 -0.21683
F -2.36401 -3.02057 5.43518
C 5.71263 2.15400 -5.18455
H 1.39223 -1.16794 -0.72774
Br 3.14610 -0.21978 0.98792
C 4.95266 2.54159 -4.08444
H -2.08859 0.73986 1.33862
C -2.95559 -1.20053 3.69226
O 1.98464 0.84337 -1.23724
*
```


Entry 2:
One molecule with the formula C8H8O2S at a distorted geometry. Source: OMol25; level of theory: ωB97M-V/def2-TZVPD.

HOMO (alpha / beta): -5.74 / -9.54 eV
Energy above the lowest of the compared OMol25 structures with the same formula, charge and spin: 0.0 kcal/mol
Molar mass: 168.2 Da

ORCA input file:
```
! wB97M-V def2-TZVPD RIJCOSX def2/J DEFGRID3
* xyz 0 3
C -0.77993 0.81651 -0.22032
C 2.03463 0.19150 0.77611
H -2.19799 2.43847 0.42905
H 1.02127 0.94460 -1.50503
O 2.52004 -1.69484 -0.86249
H -3.95350 0.58173 0.75068
C -2.96131 0.46202 0.38162
C 1.73083 -1.07783 -0.16654
H 1.07848 -3.13459 -0.26515
H 1.10498 0.48056 1.23013
C -0.78444 -0.64437 -0.18077
H -0.04486 2.44935 -1.10880
C -2.02287 1.40950 0.21100
S -2.36315 -1.23954 0.24196
H 2.29155 0.93591 0.11507
H 2.75653 -0.01870 1.55966
O 0.18411 -2.79232 -0.20701
C 0.29155 -1.47234 -0.16194
C 0.09406 1.36437 -1.01727
*
```


Entry 3:
C31H25N4O4W as an isolated structure at a distorted geometry. Source: OMol25; level of theory: ωB97M-V/def2-TZVPD.

HOMO (alpha / beta): -10.55 / -11.52 eV
Energy above the lowest of the compared OMol25 structures with the same formula, charge and spin: 21.4 kcal/mol
Molar mass: 701.4 Da

ORCA input file:
```
! wB97M-V def2-TZVPD RIJCOSX def2/J DEFGRID3
* xyz 1 3
H -0.29602 1.33798 -3.08167
H 3.21672 -2.52762 2.35530
H -1.41361 4.35598 -1.34526
H -3.62988 -1.44920 2.86684
H -1.98565 -2.26632 6.76609
C -0.17989 3.57824 1.71251
C -0.00277 -2.31739 -3.81489
H 0.21349 -2.73596 5.73161
H -2.22226 6.31104 -0.09567
C -0.48491 -2.36679 3.73016
C -0.47670 3.44014 0.36427
C -1.20818 4.43493 -0.28182
O 1.82369 1.39259 0.91930
C 0.16836 -2.66510 -2.46643
C -1.64626 -4.05604 -4.03827
H 3.78710 -2.55721 -0.18623
O -0.66143 -3.79907 -0.56160
C -1.54760 -4.37306 -2.70076
N 1.71406 -2.65664 -0.58489
O -1.58402 -0.93294 -0.85184
C -0.63700 -2.45804 5.11952
H -2.33890 -4.60876 -4.66000
C -0.67423 -3.64435 -1.90514
H 1.61595 -2.83813 3.86271
C -0.88901 -3.01263 -4.59823
H -0.38077 4.80207 3.46097
C -0.62128 4.69846 2.41063
O -1.41406 -1.90223 1.60529
C 1.83906 3.46141 -1.51920
C -1.85886 -2.19597 5.69502
N 0.17538 -0.04141 0.16846
H -0.98880 -2.77069 -5.64716
H 2.87274 -1.12744 0.33537
H 0.40847 2.82799 2.22276
C 0.80113 1.17661 0.33083
N 1.13124 -2.60505 1.91020
C 0.52973 2.02302 -2.92930
H -1.69888 6.54781 2.31492
C 2.65513 3.77721 -2.59126
H 3.48128 4.46347 -2.45322
C 1.20118 -2.02667 -1.65383
C 2.56011 -2.88311 1.56421
H 1.70187 -1.14978 -2.05969
W -0.07033 -2.13768 0.28685
H -2.16260 -5.13693 -2.24460
H -2.00221 1.71380 -1.37103
C -1.56868 -2.00667 2.93792
H 3.04265 3.47390 -4.68423
C 1.34879 2.34641 -4.00916
H 1.14429 1.91852 -4.98250
C -0.98164 0.12694 -0.54174
C 2.41065 3.21952 -3.84317
H 0.61325 -1.53134 -4.23730
C -2.80385 -1.72941 3.50505
C 0.81382 -2.61942 3.15807
N -1.23463 1.40446 -0.79781
H 2.02702 3.89810 -0.54590
C -1.35931 5.67782 1.76799
C -2.93466 -1.83314 4.87699
C 2.84207 -2.21599 0.23381
C 0.76959 2.58336 -1.68282
C -0.06163 2.22744 -0.44731
H -3.89682 -1.62406 5.32756
H 2.66287 -3.96132 1.45757
C -1.65434 5.54434 0.41518
*
```


Entry 4:
C25H15Cl4F5N5O2PtS2 as an isolated structure at a distorted geometry. Source: OMol25; level of theory: ωB97M-V/def2-TZVPD.

HOMO (alpha / beta): -4.11 / -4.10 eV
Energy above the lowest of the compared OMol25 structures with the same formula, charge and spin: 15.4 kcal/mol
Molar mass: 913.4 Da

ORCA input file:
```
! wB97M-V def2-TZVPD RIJCOSX def2/J DEFGRID3
* xyz -1 1
H -3.38110 0.32802 3.72809
H 0.66018 -0.73659 4.68290
C 1.45273 2.80201 -0.45731
C 2.27451 3.93195 -0.16374
N 0.01674 -7.14772 2.36527
H -2.10870 -1.46927 0.82851
H -0.16473 0.68411 5.35799
Cl -1.96017 4.69832 -1.58368
C -0.34384 4.41455 -1.06298
H -1.09045 -0.56663 4.50800
C -0.58748 0.19021 2.13230
C 0.33585 -3.19495 -0.41301
F -0.11477 1.11389 -6.43505
C 0.24105 0.65112 -4.13854
N -1.93753 0.04980 2.22652
C -0.15290 -0.01844 4.52134
F 2.51285 0.67877 -6.94484
Pt 0.33707 -0.06360 -1.16141
C -2.74950 0.91933 3.05968
H -2.94990 -3.78102 -1.04083
N 0.08209 -0.13166 1.07656
S -1.37999 -1.65117 -1.93913
C 0.56937 -4.28886 0.42639
Cl -0.01535 7.08409 -1.04535
C 2.90161 0.22475 -4.66611
N 0.03189 0.70464 3.27097
N -3.60147 -6.70191 0.70939
H 1.55320 1.92625 3.95949
S 1.65812 -2.15321 -0.80469
F 3.26841 -0.21407 -2.41634
O -0.70298 2.08945 -1.09589
C -0.96244 -3.00183 -0.93581
F 4.19565 0.01258 -4.92231
O 1.85145 1.62610 -0.31471
F -1.06670 0.85213 -3.93520
H -2.75368 0.07903 0.27320
C 1.36459 1.25827 3.11780
C 2.39934 0.10799 -3.38153
Cl 2.87819 6.54920 -0.04021
H -2.12368 1.57730 3.65319
Cl 3.85839 3.61361 0.43447
C 2.04643 0.55935 -5.70019
C 1.83484 5.21954 -0.35623
C -0.18076 -6.27521 1.64135
C -1.95928 -3.93375 -0.63180
H -3.63849 -0.88344 1.48759
H 2.15059 0.49184 3.10497
H -3.39804 1.53265 2.42753
C 1.06505 0.31711 -3.08014
C -0.43017 -5.19304 0.74564
C 0.51053 5.46177 -0.81563
C -2.65116 -0.58318 1.13647
H 1.08002 -0.04679 1.22697
C 0.70811 0.78343 -5.43490
H 1.55982 -4.41558 0.84339
C -1.71802 -5.01995 0.19389
C 0.06268 3.05350 -0.90297
H 1.42244 1.83456 2.19678
C -2.76048 -5.94938 0.48390
*
```


Entry 5:
One molecule with the formula C3H4ClNS at a distorted geometry. Source: OMol25; level of theory: ωB97M-V/def2-TZVPD.

HOMO: -8.10 eV
Energy above the lowest of the compared OMol25 structures with the same formula, charge and spin: 67.5 kcal/mol
Molar mass: 121.6 Da

ORCA input file:
```
! wB97M-V def2-TZVPD RIJCOSX def2/J DEFGRID3
* xyz 0 1
C 1.98216 -0.11929 0.16019
H -0.28224 -2.10888 0.95781
Cl 3.57757 0.24636 0.11017
C -0.01825 1.45772 0.07442
N 1.35979 -1.17704 0.19360
H -0.02290 1.65346 -0.98459
H 0.31406 2.22752 0.74372
C 0.02085 -1.40537 0.18920
H -0.34404 -1.69591 -0.79120
S -0.98640 0.22678 0.68818
*
```


Entry 6:
C5H12O3 as an isolated structure at a distorted geometry. Source: OMol25; level of theory: ωB97M-V/def2-TZVPD.

HOMO: 0.60 eV
Energy above the lowest of the compared OMol25 structures with the same formula, charge and spin: 89.6 kcal/mol
Molar mass: 120.1 Da

ORCA input file:
```
! wB97M-V def2-TZVPD RIJCOSX def2/J DEFGRID3
* xyz -2 1
H -0.54192 3.06847 -0.59108
H -0.07538 -2.77678 1.72846
H -1.85499 1.93315 -0.30102
C 0.47916 -1.51796 0.04436
H 1.41765 -1.82512 1.86572
O 1.59172 -3.58442 0.72264
O 0.30323 0.33309 -3.03187
O -1.41118 2.44539 1.42326
H -0.13144 0.84413 -1.52857
H -1.28481 -0.38422 0.55153
H 0.00576 -1.91608 -0.85360
H 1.13486 1.25075 -0.36824
C -0.19554 -0.20405 0.51931
C -0.83188 2.16858 -0.03484
H 1.41856 -1.07116 -0.31867
C 0.89202 -2.53831 1.16184
H -0.47829 2.67356 1.23888
C 0.06577 1.00130 -0.37370
H 0.06384 -0.08158 1.57975
H -0.56715 0.18126 -3.43415
*
```


Q: The lowest molar mass belongs to which entry?
A: C5H12O3